# 1
Density functional theory data (ωB97M-V/def2-TZVPD) for the molecule C3H6N2O.

Geometry as XYZ:
```
12
Properties=species:S:1:pos:R:3:forces:R:3
N 2.729 -0.069 0.217 1.15 1.56 0.28
N 1.519 -0.219 -0.390 -1.97 0.11 0.54
C 0.432 0.157 0.211 1.16 0.16 -1.09
C -0.900 -0.086 -0.442 0.37 -0.92 -0.46
C -2.042 -0.588 0.374 0.11 -0.31 -1.39
O -1.974 0.747 -0.118 -0.57 0.53 0.67
H 3.509 -0.121 -0.480 -1.29 0.13 0.92
H 2.806 0.818 0.793 -0.04 -1.41 -0.81
H 0.408 0.746 1.146 0.16 -0.37 -0.18
H -0.897 -0.315 -1.523 0.37 -0.20 0.70
H -1.916 -0.709 1.420 0.22 0.10 0.91
H -2.788 -1.278 -0.053 0.34 0.62 -0.07
```
Positions in Å, forces in eV/Å.

- Max |F|: 2.047 eV/Å
- Frontier orbital gap: 10.085 eV
- Net charge: 0
- SMILES: N/N=C/[C@H]1CO1
- Lowest unoccupied orbital energy: 1.2 eV

Atom charges from the Mulliken analysis, given in e for atoms 1 to 6:
1. N -0.50
2. N -0.20
3. C -0.40
4. C 0.26
5. C -0.42
6. O -0.41

# 2
Density functional theory data (ωB97M-V/def2-TZVPD) for the molecule C3H6N2O.

Geometry as XYZ:
```
12
Properties=species:S:1:pos:R:3:forces:R:3
N 2.136 -0.272 -1.967 -0.21 0.46 0.87
C 1.697 0.155 -0.985 0.50 -0.78 -0.99
C 0.910 0.627 0.151 -0.30 -0.61 -0.52
O 1.093 -0.035 1.346 0.07 -0.36 -0.07
C -0.804 0.246 -0.306 2.37 -0.05 0.35
N -1.324 -0.801 0.502 0.52 0.07 0.32
H 1.154 1.711 0.330 -0.84 -0.82 -0.46
H 0.378 -0.708 1.310 0.10 -0.18 0.49
H -0.928 0.020 -1.370 0.38 0.62 0.34
H -0.827 1.250 0.022 -2.71 0.94 0.06
H -1.947 -0.637 1.279 0.10 0.28 -0.30
H -1.438 -1.717 0.086 0.01 0.43 -0.08
```
Positions in Å, forces in eV/Å.

- Max |F|: 2.864 eV/Å
- Frontier orbital gap: 10.179 eV
- Net charge: 0
- SMILES: N#C[C@H](O)CN
- Lowest unoccupied orbital energy: 0.7 eV

Atom charges from the Mulliken analysis, given in e for atoms 1 to 6:
1. N -0.44
2. C 0.21
3. C -0.05
4. O -0.55
5. C -0.42
6. N -0.54

# 3
Density functional theory data (ωB97M-V/def2-TZVPD) for a 2-piece molecular cluster, C3H6N2O2 overall.

Geometry as XYZ:
```
13
Properties=species:S:1:pos:R:3:forces:R:3
C 1.082 1.533 -0.974 -2.93 -0.31 0.28
C -0.463 -0.899 0.327 -0.23 -0.28 0.16
C 0.905 -1.497 0.542 -0.22 -0.06 -0.09
N -1.607 1.087 -0.027 -0.10 -0.15 -0.16
N -0.485 0.459 0.371 1.56 2.13 -0.79
O 0.506 2.355 -1.569 0.89 -0.90 0.78
O -1.490 -1.558 0.244 0.11 -0.18 -0.22
H 2.104 1.185 -0.911 0.58 -0.01 0.07
H 1.369 -1.704 -0.419 0.09 -0.08 -0.10
H 0.798 -2.435 1.082 0.02 -0.02 -0.02
H 1.528 -0.808 1.102 0.12 0.05 0.05
H -2.335 0.469 -0.377 0.10 0.05 0.11
H -1.911 1.812 0.609 0.01 -0.24 -0.06
```
Positions in Å, forces in eV/Å.

- Max |F|: 2.960 eV/Å
- Frontier orbital gap (spin up / spin down): 7.529 / 8.212 eV
- Net charge: 0
- Lowest unoccupied orbital energy (spin up / spin down): -0.4 / 0.0 eV

Atom charges from the Mulliken analysis, given in e for atoms 1 to 6:
1. C 0.18
2. C 0.75
3. C -1.01
4. N -0.34
5. N -0.32
6. O -0.28

# 4
Density functional theory data (ωB97M-V/def2-TZVPD) for C3H6N2O2 as an isolated structure.

Geometry as XYZ:
```
13
Properties=species:S:1:pos:R:3:forces:R:3
N -0.339 0.094 -1.605 0.05 0.01 -0.11
C 0.872 0.487 -1.133 0.08 0.00 -0.03
O 1.853 0.647 -1.835 -0.31 -0.05 0.23
C 0.923 0.745 0.378 0.04 0.18 -0.01
O 0.919 -0.473 1.163 -0.07 -0.15 -0.01
C -0.203 -0.989 1.630 0.00 0.28 -0.17
N -1.345 -0.497 1.082 0.12 -0.04 0.27
H -0.437 -0.051 -2.598 0.01 0.02 0.16
H -1.136 0.033 -0.987 0.17 0.02 -0.11
H 0.095 1.386 0.694 0.11 -0.04 -0.08
H 1.881 1.213 0.596 -0.14 -0.06 -0.05
H -0.967 -1.746 0.960 -0.09 -0.15 -0.01
H -2.116 -0.849 1.654 0.04 -0.02 -0.08
```
Positions in Å, forces in eV/Å.

- Max |F|: 0.387 eV/Å
- Frontier orbital gap: 9.916 eV
- Net charge: 0
- Lowest unoccupied orbital energy: 0.7 eV

Atom charges from the Mulliken analysis, given in e for atoms 1 to 6:
1. N -0.32
2. C 0.54
3. O -0.61
4. C -0.48
5. O -0.09
6. C -0.27